Density functional theory data (ωB97M-V/def2-TZVPD) for a 5-piece molecular cluster, C34H29O24S overall in a non-equilibrium geometry.

Calculated values
* spin multiplicity: 1
* ΔE to the lowest compared entry with this formula, charge and spin: 1499.1 kJ/mol
* frontier orbital gap: 4.3 eV
* total charge: -1
* HOMO level: -5.2 eV
* molecular weight: 853.65 Da

Positions of all 88 atoms, in Å:
1 C -7.27877 -0.20900 -0.87544
2 C -6.90007 0.13360 -2.20556
3 C -6.20404 0.47816 -3.68659
4 C -6.48789 -0.91758 -4.49622
5 C -8.06668 -1.36675 -4.57739
6 C -9.04650 -0.29863 -5.35304
7 C -9.86165 0.71839 -4.30540
8 O -6.74248 1.70956 -4.35522
9 S -5.64028 1.89583 -5.68759
10 O -5.23814 3.33146 -6.10977
11 O -6.00640 1.22496 -7.03608
12 O -4.23270 1.32311 -4.84172
13 C -4.61896 0.95156 -3.43941
14 C -4.39255 2.43106 -2.69229
15 O -4.87140 2.45975 -1.30179
16 O -5.84764 3.32186 -1.25201
17 C -3.60747 -0.07355 -2.65736
18 O -2.70244 0.37937 -1.74511
19 O -3.53700 -1.55365 -2.89603
20 H -7.70651 -0.71140 0.11685
21 H -6.03936 -0.96406 -5.58162
22 H -5.93713 -1.78550 -3.88858
23 H -8.52140 -1.70868 -3.52836
24 H -8.08438 -2.35962 -5.24046
25 H -8.47819 0.42223 -6.09368
26 H -9.88464 -0.85720 -5.95376
27 H -9.67695 1.85163 -4.62896
28 H -9.45717 0.63077 -3.20703
29 H -11.01799 0.52484 -4.29432
30 H -4.96425 3.30616 -3.25802
31 H -3.24299 2.72733 -2.74804
32 H -6.73479 2.83802 -1.20779
33 C 1.82383 -0.61337 -0.35242
34 C 0.97536 -0.07287 -1.22917
35 C 1.37999 1.07036 -2.09343
36 O 0.58455 1.53374 -2.90311
37 C 2.74000 1.60812 -1.93284
38 C 3.58715 1.06969 -1.05360
39 C 3.19143 -0.09082 -0.20935
40 O 3.99821 -0.57583 0.57680
41 O 4.86585 1.57186 -0.89562
42 O -0.31253 -0.55697 -1.36740
43 H 1.54365 -1.44604 0.28042
44 H 3.01519 2.45046 -2.55451
45 H 5.28196 1.01288 -0.20360
46 H -0.72654 -0.00187 -2.06363
47 C 9.66121 0.03439 3.28243
48 C 9.90588 1.30622 3.60384
49 C 9.13197 2.42152 2.99163
50 O 9.36662 3.57891 3.32088
51 C 8.10334 2.08152 1.99618
52 C 7.86121 0.80985 1.67235
53 C 8.61609 -0.30644 2.30495
54 O 8.35831 -1.46616 2.00038
55 O 6.89781 0.48338 0.73562
56 O 10.88843 1.63446 4.51980
57 H 10.21460 -0.78621 3.72139
58 H 7.56058 2.90269 1.54582
59 H 6.91186 -0.49690 0.67775
60 H 10.87018 2.61429 4.58207
61 C -11.55209 -3.96413 1.58306
62 C -10.58791 -3.95829 0.66054
63 C -10.17575 -2.69934 -0.01976
64 O -9.27362 -2.72214 -0.84960
65 C -10.88456 -1.46004 0.33566
66 C -11.85106 -1.46671 1.25570
67 C -12.24393 -2.72054 1.95549
68 O -13.12339 -2.69178 2.80983
69 O -12.52316 -0.30611 1.59257
70 O -9.93494 -5.12370 0.30337
71 H -11.86012 -4.87160 2.08699
72 H -10.58731 -0.55543 -0.17918
73 H -13.17253 -0.57093 2.28010
74 H -9.28153 -4.85777 -0.37972
75 C 15.10145 -1.27771 5.02880
76 C 16.13986 -1.25243 5.86653
77 C 16.23204 -0.23924 6.95400
78 O 17.18903 -0.25278 7.72015
79 C 15.15382 0.75595 7.06192
80 C 14.11724 0.73262 6.22193
81 C 14.01170 -0.29737 5.15229
82 O 13.03772 -0.30447 4.40699
83 O 13.10181 1.66656 6.31600
84 O 17.16921 -2.16901 5.75498
85 H 15.02060 -2.00996 4.23533
86 H 15.24215 1.49760 7.84544
87 H 12.46975 1.43768 5.60003
88 H 17.79816 -1.94381 6.47469

Löwdin atomic charge list, values in e, 4 entries:
1 C 0.116
2 C 0.024
3 C -0.302
4 C -0.129